[1]
C27H50BCaN3O2P2 | the ωB97M-V functional and the def2-TZVPD basis

XYZ file:
```
86
Properties=species:S:1:pos:R:3:forces:R:3:mulliken_charge:R:1
Ca -1.125767 -0.018485 0.919570 -0.028 0.124 -0.135 1.1109
C -2.138084 -3.891562 1.023953 0.043 -0.039 0.004 -2.0124
C -3.238938 -3.699026 -0.032679 -0.010 -0.025 0.035 1.9440
C -4.578671 -3.618700 0.704300 -0.004 0.041 0.022 -2.0383
C -3.250183 -4.915106 -0.963277 0.028 -0.042 -0.034 -1.8036
P -2.832961 -2.050162 -0.829893 0.216 0.041 0.074 0.5098
C -1.484392 -2.564706 -2.011567 -0.034 -0.148 -0.063 -0.8060
N -0.612373 -1.468052 -2.359444 -0.003 0.138 0.157 0.2105
B -0.108150 -0.462461 -1.421576 0.047 -0.307 -0.330 0.3474
N 0.614289 0.430794 -2.319287 0.000 0.116 0.261 0.6383
C 1.203501 1.686886 -1.904308 0.115 -0.038 -0.064 -0.9788
P 0.055513 2.599841 -0.752339 -0.076 0.010 -0.073 0.7090
C 1.264612 3.668921 0.208648 0.010 0.044 0.017 1.8481
C 2.402343 4.315196 -0.589774 0.010 0.014 -0.034 -1.7801
C 0.499282 4.745525 0.985997 0.014 -0.011 0.015 -2.0902
C 1.864067 2.710008 1.247428 0.038 -0.050 0.052 -1.7289
C -0.935033 3.662364 -1.947209 0.003 0.014 -0.055 1.8930
C -2.163821 4.198303 -1.202432 0.012 0.005 0.040 -1.8061
C -0.183545 4.815575 -2.612913 0.033 0.008 0.022 -1.9155
C -1.430379 2.726263 -3.058668 0.006 -0.030 0.000 -1.8713
C 0.569437 -0.014576 -3.629477 -0.049 -0.008 -0.064 0.4146
C 1.100272 0.507721 -4.798340 -0.013 -0.038 0.045 -0.6825
C 0.854354 -0.159704 -5.998234 0.034 0.055 -0.019 -0.8376
C 0.099934 -1.323369 -6.024872 -0.032 -0.047 -0.020 -0.8551
C -0.433821 -1.859274 -4.852851 0.005 0.016 0.061 -0.5782
C -0.200851 -1.200703 -3.655082 0.056 0.038 -0.094 0.4341
C -4.208229 -1.500249 -1.970588 -0.100 -0.060 -0.046 1.9520
C -3.587635 -0.451874 -2.900827 0.001 -0.008 -0.034 -2.0723
C -5.287040 -0.800155 -1.134119 0.003 0.022 -0.005 -1.8253
C -4.850415 -2.593966 -2.823599 -0.017 -0.022 -0.029 -1.9504
H -2.318468 -4.829153 1.558611 0.012 0.014 0.002 0.5391
H -1.143027 -3.960730 0.576175 -0.013 0.022 -0.010 0.2852
H -2.135819 -3.080063 1.754809 -0.025 -0.004 -0.001 0.4147
H -4.689029 -4.502351 1.340262 -0.006 0.015 -0.019 0.5268
H -4.634019 -2.737796 1.348697 0.021 -0.011 -0.010 0.3578
H -5.424097 -3.601586 0.015312 0.011 0.007 0.007 0.3260
H -3.367117 -5.820527 -0.358823 -0.016 0.017 -0.013 0.5508
H -4.074771 -4.887650 -1.673946 0.021 0.013 0.011 0.2960
H -2.320515 -5.023385 -1.525360 -0.035 0.012 0.042 0.2811
H -0.919655 -3.366070 -1.527077 -0.005 -0.008 0.014 0.4871
H -1.930593 -3.006998 -2.905363 -0.006 0.038 -0.041 -0.0087
H 2.144251 1.519655 -1.371984 0.008 -0.030 0.012 0.5085
H 1.454802 2.300427 -2.772397 -0.064 0.051 -0.008 0.1083
H 2.061979 5.183434 -1.151035 -0.004 -0.024 -0.018 0.3410
H 3.181991 4.657297 0.098622 -0.041 0.015 0.006 0.5169
H 2.873853 3.624997 -1.291808 -0.010 -0.003 0.054 0.2723
H 0.073281 5.505808 0.332878 0.011 0.011 -0.044 0.3263
H -0.308166 4.311306 1.581266 0.014 -0.014 -0.013 0.3539
H 1.187834 5.250600 1.670852 -0.018 -0.012 -0.004 0.5312
H 2.444817 1.904377 0.789376 -0.040 0.009 0.002 0.3866
H 2.531224 3.265372 1.914239 0.002 -0.015 -0.026 0.5951
H 1.068568 2.271597 1.856342 0.020 -0.007 0.017 0.1251
H -1.899800 4.834097 -0.356959 -0.002 -0.006 -0.020 0.3042
H -2.775232 4.790700 -1.890048 0.002 -0.020 0.014 0.5047
H -2.778741 3.379071 -0.821663 0.019 0.015 -0.013 0.2723
H 0.068676 5.611177 -1.912146 -0.010 -0.004 0.025 0.3223
H 0.737148 4.478406 -3.095233 -0.027 0.004 0.015 0.3093
H -0.818288 5.253467 -3.390301 0.011 -0.013 0.021 0.4895
H -1.849729 1.802432 -2.661066 0.007 0.053 -0.003 0.1788
H -2.210854 3.237881 -3.630100 0.017 -0.006 0.003 0.7018
H -0.636378 2.448289 -3.753250 -0.023 0.021 0.023 0.2605
H 1.699390 1.410854 -4.787022 -0.006 -0.019 -0.008 0.4228
H 1.263584 0.235661 -6.920024 -0.010 -0.013 0.026 0.3951
H -0.073854 -1.828312 -6.967364 0.007 0.012 0.028 0.3894
H -1.011944 -2.775250 -4.885178 0.012 0.012 -0.009 0.4230
H -3.040363 0.303712 -2.335286 -0.046 -0.029 0.008 -0.1369
H -2.896637 -0.888894 -3.624516 -0.039 0.027 0.025 0.3234
H -4.389261 0.049311 -3.452288 0.035 -0.006 -0.009 0.6897
H -4.866041 0.032013 -0.565135 0.004 -0.009 -0.003 0.2524
H -6.053404 -0.395766 -1.802613 0.018 -0.002 0.013 0.5122
H -5.780017 -1.470102 -0.431376 0.012 -0.018 -0.003 0.3404
H -4.111115 -3.166439 -3.388895 -0.014 0.029 0.022 0.2993
H -5.439876 -3.290222 -2.225823 0.013 0.021 0.001 0.3555
H -5.526901 -2.130878 -3.549430 0.012 -0.010 0.020 0.4827
N 0.881435 -0.518326 2.801511 0.027 -0.010 -0.057 -0.4033
C 0.386668 -0.850723 4.158519 0.030 -0.096 -0.070 -0.6668
C -0.657651 0.184687 4.546133 0.021 0.314 -0.040 -0.5426
C -1.617421 0.229841 3.372023 -0.101 0.177 -0.344 0.6592
O -2.008632 -0.870131 2.888907 -0.274 -0.136 0.308 -0.6555
O -1.773063 1.316172 2.744905 0.116 0.006 0.291 -0.7068
H 1.385294 -1.304424 2.411332 0.077 -0.084 -0.025 0.2139
H 1.551696 0.239952 2.856666 0.013 0.079 -0.032 0.1455
H 1.191466 -0.899401 4.894389 0.050 0.024 0.027 0.4136
H -0.083916 -1.829008 4.093592 -0.023 -0.011 0.059 0.2916
H -0.191922 1.169438 4.622393 -0.055 0.010 0.088 0.3190
H -1.147107 -0.026853 5.496188 -0.017 -0.218 -0.049 0.3392
```
Positions in Å, forces in eV/Å.

* DFT total energy: -2758.88601 Eh
* ΔE to the lowest compared entry with this formula, charge and spin: 0.0 kcal per mole
* gap between HOMO and LUMO: 6.91 eV
* F_max: 0.0088 hartree/bohr
* 2S+1: 1
* HOMO level: -6.455 eV

***

[2]
C27H50ClFN2O4P | the ωB97M-V functional and the def2-TZVPD basis

XYZ file:
```
86
Properties=species:S:1:pos:R:3:forces:R:3:mulliken_charge:R:1
C 0.589526 1.515599 2.589196 0.405 0.511 0.039 -0.4969
C 1.780730 2.283514 3.467009 0.259 -0.384 0.015 -0.3632
C 1.794212 3.900117 3.181550 -0.243 0.134 0.645 -0.6711
C 2.999751 4.416958 2.198230 -0.385 -0.550 -0.313 -0.7362
C 3.264000 3.411924 0.887585 -1.439 1.388 -0.088 0.5399
C 3.610647 4.404518 -0.369618 1.317 0.390 0.293 -0.7837
C 4.050218 3.653306 -1.756490 -0.496 1.040 -0.408 -0.6370
C 3.370933 2.185181 -2.008855 0.748 -0.419 -1.687 -0.0879
C 4.538623 0.996742 -2.016650 -0.142 0.855 0.060 -0.8671
C 4.990843 0.506171 -0.519365 1.294 0.532 -0.475 0.0462
C 6.049037 -0.736807 -0.701113 0.266 -0.049 -0.181 -0.7449
C 5.361924 -2.194314 -1.000731 -0.337 -0.348 0.486 -0.7734
C 3.725328 -2.221337 -0.903826 0.598 -0.501 0.856 0.1035
C 3.268912 -3.800346 -0.885274 -0.423 0.359 -0.085 -0.5809
C 1.803039 -3.987958 -1.641665 0.298 -1.440 0.546 -0.5860
C 0.575715 -3.783385 -0.569714 0.162 -0.085 -0.114 -0.6892
C 0.142849 -2.221333 -0.321089 0.121 -0.526 0.683 0.2236
C -0.894031 -2.232733 0.985180 0.076 0.964 0.029 -0.5426
C -2.355390 -1.559993 0.668634 -6.662 -0.461 0.277 0.4442
C -3.847946 -2.182902 0.947657 3.999 0.413 -0.001 -0.0185
C -3.842718 -3.693432 1.587490 0.265 -0.001 -0.700 -0.8731
C -3.476793 -4.721327 0.321529 -0.747 1.479 -6.663 0.6348
O -3.636936 -4.324256 -0.970641 1.438 -3.385 9.692 -0.4348
F -2.930114 -6.062297 0.650370 -1.786 4.379 -0.822 -0.2626
N -5.002163 -1.255173 0.566159 6.213 2.335 -0.975 0.4191
P -6.736014 -1.604032 0.786300 -4.559 -7.327 -0.133 0.7861
O -6.884309 -3.203869 0.648118 1.402 6.720 0.676 -0.6118
O -7.789777 -0.918148 -0.417797 1.430 -0.125 3.336 -0.4145
O -7.379576 -1.200354 2.353008 2.942 0.757 -2.648 -0.5013
C -4.261281 -0.058300 0.013802 1.247 0.098 0.348 -0.5332
C -4.939762 1.299615 -0.604046 0.706 0.517 -0.573 0.3944
C -5.853195 2.161617 0.461304 1.098 -0.028 1.284 -1.2057
C -5.701841 0.939795 -2.017135 0.386 -1.012 -0.062 -0.3218
C -4.788300 1.279808 -3.362904 -0.573 -1.285 0.768 -0.9788
N -2.755623 -0.228248 0.068497 -3.195 -3.373 1.612 0.0632
Cl -1.470670 0.828836 -0.413118 -1.608 -0.392 0.214 0.0568
H 0.970663 0.485015 2.129410 -0.869 2.199 1.038 -0.0618
H 0.276447 2.244376 1.709842 0.596 -1.654 1.732 0.1058
H -0.346084 1.346628 3.276025 1.744 0.204 -1.410 0.3365
H 1.633937 2.039506 4.626297 0.276 0.626 -2.613 0.3647
H 2.831938 1.849390 3.162729 -2.099 0.776 0.606 0.2061
H 1.924171 4.480457 4.214574 -0.438 -1.242 -2.238 0.2905
H 0.717061 4.168686 2.743383 2.410 -0.338 0.865 0.2947
H 2.689636 5.502177 1.811822 0.899 -2.374 0.857 0.2865
H 4.004381 4.461897 2.797136 -1.959 0.136 -1.053 0.3129
H 2.230582 2.876380 0.620845 2.331 0.915 0.721 -0.2288
H 4.089560 2.617956 1.127213 -1.603 1.611 -0.657 0.0397
H 2.756508 5.215173 -0.566622 1.610 -2.086 0.566 0.3107
H 4.554783 5.051109 -0.028851 -2.036 -1.277 -0.704 0.2310
H 3.689518 4.361894 -2.647097 0.851 -1.517 1.917 0.2875
H 5.239158 3.657214 -1.836343 -2.622 -0.436 0.239 0.3073
H 2.953508 2.199325 -3.127347 0.794 -0.034 2.426 0.3588
H 2.452116 1.931479 -1.330950 1.912 0.530 -1.027 -0.1379
H 4.217074 0.119931 -2.744063 0.624 1.650 1.757 0.2830
H 5.495690 1.508652 -2.507209 -2.019 -1.224 0.974 0.3474
H 5.619988 1.402512 -0.044343 -1.401 -1.856 -1.001 0.3348
H 4.111521 0.304293 0.225795 1.563 0.192 -1.614 -0.0304
H 6.749783 -0.855410 0.247787 -1.522 0.408 -1.987 0.3455
H 6.739724 -0.466010 -1.626211 -1.349 -0.454 2.036 0.2262
H 5.665438 -2.650180 -2.045301 -0.506 1.035 2.097 0.3271
H 5.757105 -2.940395 -0.157660 -0.901 1.468 -1.939 0.2478
H 3.424379 -1.763826 0.152656 0.542 -0.844 -2.300 -0.0691
H 3.185154 -1.591420 -1.746165 1.207 -1.411 1.656 0.1421
H 3.203180 -4.110244 0.262666 -0.045 0.458 -2.521 0.2590
H 4.079056 -4.528331 -1.366822 -1.728 1.817 0.830 0.3618
H 1.752902 -5.124066 -2.001141 -0.006 2.453 0.757 0.3093
H 1.709466 -3.337362 -2.619941 0.184 -1.094 2.135 0.3137
H -0.361582 -4.418437 -0.886392 1.699 1.369 0.484 0.1482
H 0.944812 -4.246160 0.466622 -0.786 1.105 -2.162 0.3281
H -0.333027 -1.687930 -1.254489 0.910 -1.324 1.801 0.3396
H 1.088864 -1.614868 0.005106 -1.803 -1.078 -0.712 -0.1934
H -0.391605 -1.601633 1.855477 -1.264 -1.209 -1.761 0.2783
H -1.003339 -3.345607 1.396890 -0.187 2.565 -1.090 0.2915
H -4.834160 -4.001702 2.127571 1.807 0.547 -1.395 0.4122
H -2.966791 -3.744185 2.362781 -1.714 0.102 -1.543 0.4082
H -8.739381 -0.821462 -0.057539 2.032 -0.265 -0.374 0.3703
H -6.675227 -0.859624 2.979140 -1.054 -0.432 -0.907 0.3659
H -4.032299 2.016671 -0.900280 -1.767 -1.755 0.869 0.2265
H -6.033641 3.281561 0.105468 0.287 -2.700 0.421 0.3651
H -5.188875 2.262849 1.447715 -1.493 -0.161 -2.020 0.3145
H -6.849998 1.641855 0.785729 1.812 0.986 -0.925 0.2528
H -5.832877 -0.246403 -2.028918 -0.174 2.693 -0.083 0.1773
H -6.748209 1.463316 -2.013525 2.064 -1.032 -0.082 0.3800
H -5.530886 1.246753 -4.269653 1.664 0.377 1.670 0.3299
H -4.198471 2.283981 -3.247498 -1.226 -1.942 -0.438 0.2849
H -4.061503 0.341064 -3.487907 -1.320 2.336 0.173 0.2219
```
Positions in Å, forces in eV/Å.

* SMILES: CCCCCCCCCCCCCCCCCCc1c(CC(=O)F)n(P(=O)(O)O)c([C@H](C)CC)[n+]1Cl
* DFT total energy: -2369.84866 Eh
* gap between HOMO and LUMO: 7.65 eV
* F_max: 0.2016 hartree/bohr
* 2S+1: 1
* HOMO level: -11.992 eV
* total charge: +1